ORCA calculation (ωB97M-V/def2-TZVPD) on a molecular structure, C7H8FeO5.

Multiplicity = 5
Charge = +2
HOMO (alpha / beta) = -14.4 / -18.8 eV
LUMO level (alpha / beta) = -8.416 / -14.060 eV
E_tot = -1910.4777 a.u.
Orbital gap (alpha / beta) = 6.0 / 4.7 eV

Each line ends with the Mulliken charge.
Positions of all 21 atoms, in Å:
1 Fe 0.998 -0.732 -0.373  0.2816
2 C 0.540 -0.381 1.371  0.2366
3 O 0.275 -0.153 2.485  -0.3126
4 C 2.450 -1.607 0.030  0.3863
5 O 3.378 -2.113 0.515  -0.1805
6 C 1.793 0.837 0.146  0.2008
7 O 2.224 1.835 0.557  -0.2134
8 C -0.078 -2.049 0.290  0.2411
9 O -0.812 -2.875 0.691  -0.2194
10 C 0.103 -0.312 -2.598  -0.4891
11 H -0.848 -0.843 -2.715  0.3143
12 H 0.118 0.763 -2.809  0.3073
13 C 1.302 -1.023 -2.377  -0.2930
14 H 2.272 -0.543 -2.626  0.3814
15 H 1.317 -2.123 -2.533  0.3751
16 C -2.509 2.128 1.926  -0.4324
17 O -2.218 0.880 1.291  -0.0500
18 H -3.424 2.609 1.554  0.3902
19 H -1.683 2.848 1.814  0.3429
20 H -2.665 1.921 2.989  0.3007
21 H -2.533 0.933 0.373  0.4320